1.
Density functional theory data (ωB97M-V with the def2-TZVPD basis set) for a structure of composition C46H30Br2F3N7OSbSr.

The geometry in XYZ format:
```
91
Properties=species:S:1:pos:R:3:lowdin_charge:R:1
Sr -0.6937 0.7311 1.0906 1.334
C -0.1079 -3.8477 2.3427 -0.087
C -0.7784 -2.6308 2.3763 -0.119
N -0.1339 -1.4824 2.5533 0.034
C 1.1959 -1.5407 2.7165 -0.195
C 1.8525 -2.7704 2.6352 -0.057
N 1.2100 -3.9143 2.4516 0.122
C 1.9551 -0.2808 2.9947 -0.187
C 3.1731 -0.3413 3.6566 0.061
C 3.8833 0.8306 3.9089 -0.101
C 3.3128 2.0220 3.4727 0.066
C 2.0800 2.0113 2.8323 -0.178
N 1.4143 0.8782 2.6105 0.061
C 1.4453 3.2755 2.3424 -0.172
C 2.1000 4.5052 2.4212 -0.047
N 1.5610 5.6360 1.9890 0.113
C 0.3530 5.5567 1.4578 -0.084
C -0.3134 4.3417 1.3544 -0.090
N 0.2221 3.2101 1.7953 0.054
C 5.1874 0.8095 4.6170 -0.156
C 5.8882 -0.3768 4.8194 -0.005
C 7.1054 -0.3389 5.4834 -0.121
N 7.6566 0.7737 5.9502 0.078
C 6.9895 1.9039 5.7606 -0.121
C 5.7680 1.9770 5.1083 -0.005
H -0.6563 -4.7713 2.2071 0.120
H -1.8534 -2.5895 2.2439 0.109
H 2.9316 -2.8286 2.6927 0.122
H 3.5429 -1.2916 4.0053 0.107
H 3.8276 2.9534 3.6313 0.097
H 3.0946 4.5880 2.8353 0.115
H -0.1061 6.4677 1.0951 0.120
H -1.2921 4.2825 0.8934 0.101
H 5.5319 -1.3316 4.4623 0.105
H 7.6624 -1.2546 5.6422 0.114
H 7.4490 2.8041 6.1513 0.114
H 5.2917 2.9418 5.0189 0.105
C -3.7601 2.6367 -0.0292 -0.021
C -2.7112 2.8078 -1.0933 -0.362
C -2.9275 3.6563 -2.1932 -0.008
C -1.9503 3.7709 -3.1409 -0.010
C -0.7510 3.0425 -3.0145 -0.188
C 0.3094 3.1073 -3.9611 -0.636
Br 0.1714 4.2156 -5.4847 0.802
C 1.4350 2.3638 -3.7728 -0.166
C 1.5543 1.5109 -2.6597 -0.606
Br 3.1242 0.4798 -2.4991 0.794
C 0.5616 1.3637 -1.7103 -0.460
O 0.6351 0.5414 -0.7101 -0.408
C -0.6142 2.1974 -1.8910 -0.153
N -1.6020 2.1143 -0.9476 0.041
H -4.5817 3.3407 -0.1440 0.087
H -3.3388 2.7885 0.9689 0.070
H -4.1783 1.6273 -0.0659 0.073
H -3.8594 4.1974 -2.2748 0.120
H -2.0901 4.4139 -3.9988 0.085
H 2.2489 2.4078 -4.4829 0.099
F -3.2875 1.6276 -6.2348 0.074
C -3.0195 0.9040 -5.1372 -0.279
C -1.8281 0.2094 -5.0659 0.009
C -1.5614 -0.5270 -3.9206 -0.104
C -2.4658 -0.5602 -2.8627 -0.373
C -3.6507 0.1617 -2.9707 -0.130
C -3.9466 0.8890 -4.1115 -0.006
Sb -1.9367 -1.4903 -1.0361 1.505
C -3.4778 -2.9311 -0.7504 -0.391
C -3.2314 -4.3012 -0.7358 -0.121
C -4.2433 -5.2106 -0.4619 0.004
C -5.5115 -4.7264 -0.2030 -0.278
F -6.5001 -5.5945 0.0576 0.077
C -5.7960 -3.3736 -0.1985 -0.003
C -4.7662 -2.4873 -0.4652 -0.138
C -0.3970 -2.7703 -1.7033 -0.393
C 0.8852 -2.6614 -1.1755 -0.132
C 1.9025 -3.5057 -1.5928 0.002
C 1.6156 -4.4557 -2.5531 -0.270
F 2.5924 -5.2782 -2.9611 0.079
C 0.3582 -4.5850 -3.1177 0.010
C -0.6428 -3.7333 -2.6834 -0.132
H -1.1285 0.2520 -5.8892 0.129
H -0.6208 -1.0616 -3.8567 0.104
H -4.3744 0.1634 -2.1624 0.087
H -4.8687 1.4444 -4.2124 0.126
H -2.2404 -4.6850 -0.9459 0.088
H -4.0658 -6.2770 -0.4567 0.124
H -6.8021 -3.0387 0.0112 0.124
H -4.9970 -1.4267 -0.4499 0.085
H 1.1187 -1.8780 -0.4636 0.075
H 2.9079 -3.4287 -1.2031 0.124
H 0.1841 -5.3336 -3.8777 0.126
H -1.6297 -3.8236 -3.1248 0.113
```

Output
Spin multiplicity: 1
Molar mass in g mol⁻¹: 1123.0
E in Eh: -7948.00016
Kohn-Sham gap in eV: 6.02
LUMO level in eV: -3.74
Net charge: +1
Energy above the lowest of the compared OMol25 structures with the same formula, charge and spin in kcal per mole: 7.8

2.
Density functional theory data (ωB97M-V with the def2-TZVPD basis set) for a structure of composition C46H30BrN8ORuS3.

The geometry in XYZ format:
```
90
Properties=species:S:1:pos:R:3:lowdin_charge:R:1
Ru 0.7541 0.5870 0.4612 1.093
S 3.9963 -1.2512 4.8315 1.074
C 5.2642 -1.4601 5.9526 -0.405
C 6.4742 -1.1324 5.4211 -0.176
C 6.3698 -0.7004 4.0769 -0.118
C 5.0833 -0.7079 3.6118 -0.482
C 4.6070 -0.3346 2.2786 -0.170
C 3.2311 -0.1363 2.0563 -0.053
N 2.7381 0.1897 0.8831 -0.044
C 3.5800 0.3322 -0.1681 -0.175
C 4.9609 0.1755 -0.0529 -0.116
C 5.7673 0.3582 -1.2305 -0.004
C 5.2058 0.6713 -2.4196 -0.003
C 3.7813 0.8224 -2.5560 -0.118
C 3.1296 1.1359 -3.7572 0.069
C 1.7517 1.2372 -3.7862 -0.162
C 1.0468 1.0074 -2.5887 -0.063
N 1.6340 0.7122 -1.4546 -0.057
C 2.9854 0.6361 -1.4255 -0.186
C 1.0098 1.5611 -5.0054 -0.476
C 1.5093 1.9877 -6.2059 -0.118
C 0.5023 2.2088 -7.1758 -0.177
C -0.7440 1.9459 -6.6928 -0.402
S -0.7063 1.4274 -5.0696 1.085
C 5.4669 -0.1652 1.2087 0.070
H 5.0480 -1.8171 6.9435 0.067
H 7.4020 -1.1918 5.9658 0.104
H 7.2160 -0.3831 3.4887 0.108
H 2.5118 -0.2390 2.8603 0.094
H 6.8386 0.2333 -1.1459 0.118
H 5.8230 0.8019 -3.2987 0.119
H 3.7156 1.2873 -4.6532 0.124
H -0.0336 1.0661 -2.5638 0.090
H 2.5589 2.1503 -6.3928 0.107
H 0.6952 2.5501 -8.1799 0.103
H -1.6863 2.0246 -7.2058 0.068
H 6.5320 -0.3087 1.3298 0.125
C 2.1082 -5.0180 -0.5628 -0.104
C 2.4461 -3.7740 -1.0799 -0.085
C 1.9227 -2.6207 -0.5285 -0.047
C 1.0545 -2.6812 0.5624 -0.266
C 0.7128 -3.9350 1.0785 -0.029
C 1.2351 -5.0851 0.5141 -0.092
N 0.5868 -1.4946 1.1455 -0.087
N -0.0491 -1.6950 2.2803 0.053
C -0.3037 -0.5724 2.9543 -0.351
C -0.9268 -0.6596 4.2253 -0.014
C -1.0943 0.4635 4.9755 -0.074
C -0.6282 1.6956 4.4748 -0.073
C -0.0547 1.7211 3.2333 -0.201
N 0.0877 0.6327 2.4520 -0.058
H 2.5122 -5.9206 -0.9983 0.095
H 3.1105 -3.7013 -1.9314 0.099
H 2.1519 -1.6670 -0.9702 0.074
H 0.0356 -3.9890 1.9174 0.095
H 0.9566 -6.0473 0.9239 0.099
H -1.2331 -1.6388 4.5620 0.111
H -1.5631 0.4079 5.9486 0.106
H -0.7117 2.6093 5.0426 0.100
H 0.3377 2.6449 2.8222 0.028
Br -9.0373 0.1854 3.4954 0.718
C -8.1901 0.4967 1.8297 -0.701
C -7.3849 -0.4888 1.2780 -0.128
C -6.7603 -0.2620 0.0670 -0.011
C -6.9331 0.9613 -0.6004 -0.293
C -7.7665 1.9345 -0.0288 -0.028
C -8.3885 1.7083 1.1802 -0.135
N -6.3074 1.3002 -1.7859 0.037
N -5.5500 0.3870 -2.3300 0.052
C -4.2737 0.1502 -2.0917 -0.258
C -3.6794 -0.9596 -2.7452 -0.027
C -2.3998 -1.3555 -2.4840 -0.011
C -1.5716 -0.6851 -1.5474 -0.401
O -0.3818 -1.0222 -1.3157 -0.083
C -2.1288 0.4769 -0.8928 -0.128
N -1.3205 1.1363 -0.0095 0.003
C -1.7866 2.2427 0.5459 -0.179
C -3.0220 2.8019 0.2404 -0.029
C -3.8475 2.1491 -0.6405 0.013
C -3.4345 0.9346 -1.1977 -0.064
H -7.2485 -1.4276 1.7945 0.100
H -6.1393 -1.0285 -0.3731 0.109
H -7.9042 2.8679 -0.5564 0.111
H -9.0264 2.4609 1.6205 0.098
H -4.2962 -1.5073 -3.4439 0.110
H -1.9722 -2.2152 -2.9821 0.116
H -1.1510 2.7280 1.2733 0.034
H -3.3071 3.7362 0.6996 0.109
H -4.8053 2.5664 -0.9141 0.103
S 1.3007 2.7703 0.5319 0.270
```

Output
Spin multiplicity: 6
Molar mass in g mol⁻¹: 988.0
E in Eh: -6147.65554
Expectation value of S²: 8.870
Kohn-Sham gap (alpha / beta) in eV: 4.71 / 6.14
LUMO level (alpha / beta) in eV: -1.13 / -1.51
Energy above the lowest of the compared OMol25 structures with the same formula, charge and spin in kcal per mole: 5.7